(1)
Below is an isolated ion of composition C24H51BrIN2O3P2 and charge +1, with properties calculated with ωB97M-V/def2-TZVPD.

Last column: Löwdin charge in e.
Atoms and positions in Å:
C (-2.149, -3.404, 6.127)  -0.097
C (-1.814, -4.213, 4.866)  -0.242
C (-2.284, -3.551, 3.571)  -0.206
C (-1.716, -2.146, 3.417)  -0.214
N (-1.970, -1.628, 2.065)  -0.007
N (-2.477, -0.278, 1.968)  -0.288
P (-1.280, 1.033, 2.679)  1.136
C (-1.687, 1.057, 4.489)  -0.398
C (-2.068, 2.482, 4.898)  -0.149
C (0.329, 0.145, 2.633)  -0.394
C (1.453, 1.135, 2.252)  -0.132
C (-3.815, -0.068, 2.623)  -0.175
C (-5.023, -0.283, 1.732)  -0.689
I (-5.359, -2.346, 1.111)  0.963
O (-5.036, 0.578, 0.651)  -0.185
C (-3.765, 0.975, 0.131)  -0.434
P (-3.406, 2.840, 0.513)  0.565
O (-4.901, 3.299, 0.985)  -0.373
Br (-3.509, 3.573, -1.579)  0.376
C (-2.649, -0.019, 0.454)  -0.296
C (-1.355, 0.346, -0.261)  -0.186
C (-1.481, 0.173, -1.782)  -0.190
C (-0.119, -0.019, -2.452)  -0.190
C (0.607, 1.316, -2.679)  -0.198
C (0.340, 1.898, -4.069)  -0.207
C (1.162, 1.223, -5.172)  -0.201
C (2.619, 1.712, -5.259)  -0.205
C (3.642, 0.716, -4.712)  -0.217
C (5.058, 1.298, -4.643)  -0.192
C (5.949, 0.763, -3.511)  -0.179
C (5.763, -0.713, -3.190)  -0.254
O (5.865, -1.534, -4.338)  -0.192
C (7.187, -1.854, -4.732)  -0.099
H (-2.495, -4.050, 6.932)  0.075
H (-2.950, -2.683, 5.942)  0.066
H (-1.291, -2.848, 6.506)  0.074
H (-2.278, -5.197, 4.930)  0.109
H (-0.736, -4.378, 4.799)  0.111
H (-3.376, -3.512, 3.548)  0.089
H (-1.962, -4.152, 2.715)  0.123
H (-2.144, -1.491, 4.179)  0.077
H (-0.636, -2.169, 3.587)  0.116
H (-2.627, -2.223, 1.567)  0.038
H (-0.785, 0.734, 5.014)  0.084
H (-2.476, 0.363, 4.774)  0.059
H (-1.305, 3.199, 4.592)  0.073
H (-2.193, 2.550, 5.978)  0.081
H (-2.998, 2.801, 4.423)  0.064
H (0.513, -0.290, 3.616)  0.066
H (0.279, -0.689, 1.936)  0.063
H (2.183, 1.219, 3.054)  0.074
H (1.979, 0.800, 1.360)  0.073
H (1.076, 2.140, 2.049)  0.057
H (-3.847, 0.987, 2.923)  0.112
H (-3.876, -0.671, 3.525)  0.122
H (-5.910, -0.091, 2.331)  0.097
H (-3.851, 0.925, -0.954)  0.090
H (-5.370, 2.671, 1.546)  0.050
H (-2.978, -0.985, 0.070)  0.104
H (-1.069, 1.375, -0.022)  0.083
H (-0.566, -0.317, 0.092)  0.103
H (-1.948, 1.067, -2.207)  0.075
H (-2.145, -0.667, -2.009)  0.125
H (0.495, -0.686, -1.841)  0.110
H (-0.260, -0.527, -3.408)  0.112
H (0.299, 2.037, -1.913)  0.105
H (1.683, 1.180, -2.549)  0.099
H (0.570, 2.966, -4.061)  0.110
H (-0.728, 1.811, -4.299)  0.109
H (0.658, 1.381, -6.127)  0.108
H (1.169, 0.139, -5.013)  0.105
H (2.866, 1.910, -6.305)  0.115
H (2.725, 2.669, -4.738)  0.108
H (3.318, 0.363, -3.728)  0.090
H (3.646, -0.164, -5.359)  0.120
H (4.985, 2.384, -4.539)  0.106
H (5.563, 1.122, -5.594)  0.114
H (6.996, 0.918, -3.786)  0.107
H (5.790, 1.336, -2.592)  0.113
H (6.501, -1.019, -2.437)  0.119
H (4.776, -0.907, -2.767)  0.109
H (7.928, -1.375, -4.086)  0.085
H (7.360, -1.522, -5.757)  0.088
H (7.332, -2.936, -4.684)  0.085

Summary:
Maximum force: 0.31 eV Å⁻¹
Total charge: +1
Energy relative to the best compared isomer or geometry (same formula, charge and spin): 0.0 kJ/mol
HOMO-LUMO gap: 8.21 eV
Calculated total energy: -131551.65719 eV
SMILES string: CCCCN[N@+]1(P(CC)CC)C[C@H](I)O[C@@H](P(O)Br)[C@H]1CCCCCCCCCCCOC



(2)
Below is an isolated ion of composition C23H28N3O2 and charge +1 in a non-equilibrium geometry, with properties calculated with ωB97M-V/def2-TZVPD.

Last column: Löwdin charge in e.
Atoms and positions in Å:
C (-1.093, -2.677, 2.492)  -0.017
O (-0.877, -1.438, 1.731)  -0.136
C (-1.852, -0.489, 1.638)  -0.216
C (-1.467, 0.856, 1.518)  -0.075
N (-0.100, 1.214, 1.342)  0.044
C (0.817, 0.519, 0.420)  -0.129
N (2.032, 0.772, 1.147)  -0.095
C (3.377, 0.333, 0.855)  -0.025
C (1.898, 1.576, 2.272)  -0.044
C (0.554, 1.802, 2.435)  -0.023
C (-2.323, 1.881, 1.914)  -0.231
O (-1.771, 3.113, 2.038)  -0.103
C (-2.585, 4.308, 2.196)  -0.027
C (-3.668, 1.584, 2.154)  -0.007
C (-4.108, 0.252, 2.101)  -0.052
C (-3.194, -0.782, 1.863)  -0.024
H (-0.094, -3.107, 2.638)  0.093
H (-1.540, -2.428, 3.462)  0.104
H (-1.732, -3.389, 1.940)  0.098
H (3.372, -0.334, 0.022)  0.073
H (4.018, 1.161, 0.645)  0.091
H (3.766, -0.188, 1.709)  0.092
H (2.751, 1.804, 2.982)  0.151
H (0.073, 2.258, 3.334)  0.152
H (-1.872, 5.133, 2.188)  0.095
H (-3.280, 4.436, 1.363)  0.099
H (-3.133, 4.326, 3.144)  0.095
H (-4.369, 2.396, 2.433)  0.122
H (-5.174, 0.020, 2.211)  0.118
H (-3.518, -1.820, 1.922)  0.114
C (2.462, -3.313, -2.499)  -0.155
C (2.216, -3.763, -1.061)  -0.137
C (1.581, -2.569, -0.294)  -0.151
N (1.328, -1.509, -1.236)  -0.038
C (0.769, -0.308, -0.872)  -0.105
C (0.201, 0.448, -1.984)  -0.162
C (-0.481, -0.082, -3.142)  -0.020
C (-0.734, 0.728, -4.278)  -0.054
C (-0.348, 2.088, -4.277)  -0.058
C (0.261, 2.625, -3.130)  -0.046
C (0.507, 1.805, -2.010)  -0.010
C (1.658, -1.995, -2.682)  -0.077
H (3.524, -3.108, -2.676)  0.112
H (2.123, -4.072, -3.214)  0.116
H (1.495, -4.595, -1.045)  0.116
H (3.143, -4.071, -0.559)  0.116
H (0.642, -2.877, 0.184)  0.115
H (2.253, -2.194, 0.485)  0.113
H (0.494, -0.609, 0.547)  0.169
H (-0.815, -1.126, -3.195)  0.107
H (-1.177, 0.278, -5.190)  0.118
H (-0.579, 2.711, -5.158)  0.118
H (0.586, 3.668, -3.140)  0.112
H (1.025, 2.213, -1.147)  0.119
H (2.226, -1.227, -3.278)  0.142
H (0.731, -2.239, -3.259)  0.103

Summary:
Maximum force: 3.88 eV Å⁻¹
Total charge: +1
Energy relative to the best compared isomer or geometry (same formula, charge and spin): 646.1 kJ/mol
HOMO-LUMO gap: 5.95 eV
Calculated total energy: -32858.51576 eV
SMILES string: COc1cccc(OC)c1N1C=CN(C)[C@@H]1C(c1ccccc1)=[N+]1CCCC1



(3)
Below is H5ISi2 as an isolated structure in a non-equilibrium geometry, with properties calculated with ωB97M-V/def2-TZVPD.

Last column: Löwdin charge in e.
Atoms and positions in Å:
Si (1.612, -0.131, 0.511)  0.542
Si (-2.562, -0.586, -0.398)  0.129
I (-2.902, 1.526, 0.857)  0.124
H (2.755, -1.020, 0.710)  -0.169
H (1.847, -0.147, -1.249)  -0.075
H (1.900, 1.197, 0.997)  -0.160
H (-2.605, 0.006, -1.762)  -0.263
H (-0.044, -0.843, 0.334)  -0.127

Summary:
Maximum force: 5.47 eV Å⁻¹
Energy relative to the best compared isomer or geometry (same formula, charge and spin): 315.1 kJ/mol
HOMO-LUMO gap: 7.32 eV
Calculated total energy: -23933.52446 eV